# 1
Formula: C10H15N5O4
Source: the Open Molecules 2025 dataset
Level of theory: wB97M-V/def2-TZVPD

The HOMO-LUMO gap is 9.2 eV. The spin multiplicity is 1. The structure (SMILES) is NC(=O)C[C@H](N)C(=O)N[C@@H](Cc1c[nH]cn1)C(=O)O. The calculation puts the LUMO energy at 0.52 eV. Its charge is 0.

Element x y z (Å)
N  -3.39082  2.98058  -1.61057
C  -2.30886  2.84792  -0.81829
O  -2.39998  2.54332  0.36898
C  -0.96574  3.10042  -1.49854
C  0.23584  3.11158  -0.55099
N  1.30359  3.90168  -1.10953
C  0.69516  1.65974  -0.25208
O  1.73052  1.22746  -0.78811
N  -0.08232  0.94270  0.57618
C  0.06320  -0.49751  0.83294
C  -0.00857  -1.33567  -0.46071
C  0.02774  -2.79837  -0.17835
C  1.12614  -3.59476  -0.01324
N  0.64061  -4.82521  0.29953
C  -0.71112  -4.73021  0.34329
N  -1.12152  -3.51840  0.05663
C  1.34104  -0.83604  1.63764
O  1.28394  -1.38460  2.70689
O  2.50547  -0.56706  1.03927
H  -4.31393  2.85842  -1.20914
H  -3.33346  3.28158  -2.57325
H  -0.86300  2.37682  -2.30823
H  -1.00788  4.08243  -1.96888
H  -0.11224  3.55726  0.37201
H  1.77577  3.32323  -1.77794
H  1.97461  4.13729  -0.37545
H  -0.92513  1.43487  0.89129
H  -0.77241  -0.75864  1.49406
H  0.82005  -1.03264  -1.14445
H  -0.97458  -1.09852  -0.96727
H  2.19089  -3.37407  -0.06171
H  1.16382  -5.67893  0.50859
H  -1.35778  -5.57173  0.56352
H  2.35986  -0.02236  0.20521

---

# 2
Formula: C10H15NO
Source: the Open Molecules 2025 dataset
Level of theory: wB97M-V/def2-TZVPD

The HOMO-LUMO gap is 10.0 eV. The spin multiplicity is 1. The structure (SMILES) is Cc1ccccc1.CCC(N)=O. The calculation puts the LUMO energy at 0.77 eV. Its charge is 0.

Element x y z (Å)
C  -2.58692  -0.45161  0.88351
C  -1.44232  0.44922  1.34301
C  -0.73968  -0.04490  2.46924
C  0.44796  0.55955  2.94212
C  0.94999  1.67878  2.27187
C  0.28546  2.21583  1.15621
C  -0.96782  1.61149  0.71671
H  -2.13837  -1.49941  0.84706
H  -2.96742  -0.19557  -0.17150
H  -3.46557  -0.42632  1.60871
H  -1.16855  -0.91382  3.02037
H  0.91072  0.21430  3.95987
H  1.72790  2.46635  2.72717
H  0.63925  3.07923  0.68081
H  -1.46659  2.24646  -0.01268
C  1.65000  -0.06616  -3.32588
C  1.26116  -0.28306  -1.91332
C  0.36292  -1.56065  -1.85582
N  0.22944  -2.15482  -0.61806
O  -0.29144  -2.03008  -2.77384
H  1.47982  -0.90934  -4.02973
H  2.67566  0.00968  -3.39717
H  1.06659  0.78242  -3.63809
H  2.20413  -0.34127  -1.30190
H  0.84377  0.52412  -1.36727
H  -0.32265  -3.06974  -0.45645
H  0.82255  -1.89069  0.23507

---

Listing energy above the lowest of the compared OMol25 structures with the same formula, charge and spin for the structures above in their given order: 10.4, 41.5 kcal/mol.